1.
The following is a DFT calculation (the ωB97M-V functional and the def2-TZVPD basis) of a molecular structure, C4H4AgO5.

Last column: Löwdin charge in e.
CARTESIAN COORDINATES (ANGSTROEM)
O 1.1682 1.2235 -0.3960  0.18
C -0.0084 1.3514 -0.7935  -0.36
O -0.5612 -0.2648 -0.3404  -0.04
H 1.6639 -3.3348 0.3249  0.15
Ag -2.9977 1.0920 -0.3213  0.94
O -1.0174 1.9913 -0.7690  0.00
O 1.3718 -1.4683 -0.5190  0.13
C 2.0738 -2.3225 0.4061  -0.04
C 1.8047 -1.6691 1.7581  -0.04
O 0.7905 -0.6910 1.4491  0.12
C 0.6758 -0.5644 0.1415  -0.47
H 3.1317 -2.3192 0.1263  0.15
H 2.6771 -1.1522 2.1711  0.15
H 1.3910 -2.3601 2.4992  0.15

Cartesian forces (eV/Å) of the 2 atoms listed first:
-1.9 1.4 -2.4
1.7 -3.0 4.7

Output
- highest occupied orbital energy (alpha / beta) (eV) = -12.15 / -15.58
- total charge = +1
- LUMO (alpha / beta) (eV) = -4.1 / -9.8
- HOMO-LUMO gap (alpha / beta) (hartree) = 0.29736 / 0.21130
- ΔE to the lowest compared entry with this formula, charge and spin (kJ/mol) = 264.5
- <S²> = 2.0030
- 2S+1 = 3

***

2.
The following is a DFT calculation (the ωB97M-V functional and the def2-TZVPD basis) of a single C3H8N2 molecule.

Last column: Löwdin charge in e.
CARTESIAN COORDINATES (ANGSTROEM)
C -0.2323 0.7397 0.6312  -0.24
C -0.2074 -0.6118 -0.0737  -0.44
C 0.2685 -0.8303 -1.3737  -0.15
H 1.3391 1.9069 1.4306  0.03
H 1.0318 0.5740 2.2091  0.09
H -1.1067 0.6742 1.3531  0.12
H -0.3371 1.5500 -0.1378  0.12
H -0.2759 -1.4505 0.7033  0.16
H 0.8593 -0.0133 -1.8140  0.11
H 0.5233 -1.8947 -1.6295  0.12
H -1.8926 -1.1516 -1.3572  0.11
N 1.1831 0.9440 1.1994  -0.03
N -1.1530 -0.4366 -1.1407  -0.01

Cartesian forces (eV/Å) of the 2 atoms listed first:
2.2 0.4 -0.4
-2.2 0.4 4.5

Output
- highest occupied orbital energy (eV) = -9.39
- total charge = 0
- LUMO (eV) = 1.1
- HOMO-LUMO gap (hartree) = 0.38704
- ΔE to the lowest compared entry with this formula, charge and spin (kJ/mol) = 306.1
- SMILES string = NC[C@@H]1CN1

***

3.
The following is a DFT calculation (the ωB97M-V functional and the def2-TZVPD basis) of a molecular structure, C48H33N11O2PPbS2Se.

Last column: Löwdin charge in e.
CARTESIAN COORDINATES (ANGSTROEM)
Pb -0.0599 -0.8646 0.6816  1.26
C -1.6592 4.7747 2.1491  -0.12
C -0.6963 4.0573 1.4461  -0.10
C -0.7057 2.6755 1.4538  -0.09
C -1.6807 1.9567 2.1688  -0.32
C -2.6503 2.6893 2.8735  -0.04
C -2.6288 4.0736 2.8566  -0.11
N -1.6463 0.5700 2.1366  -0.16
N -2.7868 -0.0016 2.5197  0.00
C -2.7128 -1.3915 2.5683  -0.35
C -3.7329 -2.0894 1.8878  -0.04
C -3.7765 -3.4621 1.8497  -0.08
C -2.8221 -4.2148 2.5381  -0.09
C -1.8483 -3.5605 3.2586  -0.14
C -1.7639 -2.1632 3.2666  -0.52
H -1.6575 5.8569 2.1404  0.09
H 0.0616 4.5831 0.8754  0.09
H 0.0366 2.1312 0.8855  0.03
H -3.4061 2.1461 3.4224  0.09
H -3.3849 4.6175 3.4113  0.09
H -4.4656 -1.4927 1.3597  0.11
H -4.5536 -3.9583 1.2813  0.10
H -2.8524 -5.2960 2.5200  0.10
H -1.1218 -4.1247 3.8282  0.10
O 7.6146 0.0526 -1.0750  0.07
N 7.3018 0.5856 -0.0311  -0.34
O 8.0745 1.2107 0.6600  0.07
C 5.8833 0.4913 0.4280  -0.05
C 5.6225 1.1197 1.5917  0.07
C 4.3001 1.1547 2.1249  -0.14
C 4.0221 1.7890 3.3486  0.01
C 2.7376 1.8033 3.8118  -0.02
C 1.7479 1.1823 3.0330  -0.12
N 1.9891 0.5776 1.8872  0.07
C 3.2556 0.5494 1.4257  -0.16
C 3.5465 -0.1523 0.1868  -0.16
N 2.5106 -0.7540 -0.4314  0.04
C 2.7168 -1.4292 -1.5377  -0.14
C 3.9851 -1.5650 -2.1096  -0.02
C 5.0522 -0.9556 -1.5063  0.02
C 4.8595 -0.2032 -0.3269  -0.05
H 6.4228 1.6144 2.1214  0.13
H 4.8302 2.2382 3.9123  0.12
H 2.4701 2.2513 4.7579  0.11
H 0.7140 1.1715 3.3638  0.10
H 1.8463 -1.8957 -1.9890  0.10
H 4.1132 -2.1520 -3.0083  0.11
H 6.0371 -1.0528 -1.9244  0.10
S 1.1996 -2.7878 2.3602  0.56
C 0.9707 -1.9044 3.7991  -0.99
S -0.6079 -1.3959 4.3717  1.00
C 2.0416 -1.5063 4.5851  -0.41
C 3.3824 -1.6836 4.1385  -0.27
N 4.4853 -1.7669 3.8115  0.16
C 1.8672 -0.7481 5.7785  -0.28
N 1.7066 -0.1167 6.7303  0.15
Se -4.4976 -4.7114 -5.3578  0.90
N -4.7494 -3.1631 -4.4230  -0.29
C -3.7398 -3.1087 -3.5645  -0.39
C -3.5676 -2.0332 -2.6210  -0.09
C -4.4994 -0.9822 -2.5373  0.00
C -4.3171 0.0261 -1.6298  -0.06
C -3.1772 -0.0120 -0.8065  -0.19
N -2.2915 -0.9782 -0.8645  0.02
C -2.4651 -1.9995 -1.7386  -0.17
C -1.5113 -3.0740 -1.7517  -0.17
N -0.4714 -3.0477 -0.8788  0.01
C 0.3742 -4.0536 -0.8508  -0.19
C 0.2736 -5.1674 -1.7031  -0.06
C -0.7565 -5.2042 -2.6029  -0.01
C -1.6897 -4.1512 -2.6538  -0.10
C -2.7880 -4.1784 -3.5796  -0.39
N -2.9770 -5.1626 -4.4553  -0.30
H -5.3543 -1.0079 -3.2011  0.11
H -5.0260 0.8377 -1.5306  0.10
H -2.9942 0.7653 -0.0714  0.09
H 1.1803 -3.9924 -0.1261  0.06
H 0.9966 -5.9682 -1.6283  0.10
H -0.8917 -6.0336 -3.2856  0.11
C 0.5218 0.8879 -3.5139  -0.27
P 0.1331 1.6952 -1.9067  0.90
C 1.7547 2.5031 -1.5613  -0.28
C -0.8525 3.1261 -2.4899  -0.38
C -0.2917 4.2514 -3.0922  -0.10
C -1.0913 5.3011 -3.5181  -0.09
C -2.4685 5.2377 -3.3531  -0.09
C -3.0389 4.1236 -2.7572  -0.08
C -2.2340 3.0795 -2.3237  -0.09
H 0.8717 1.6102 -4.2546  0.04
H -0.3677 0.3850 -3.8952  0.04
H 1.2966 0.1345 -3.3621  0.01
H 2.2931 2.7868 -2.4682  0.04
H 2.3797 1.8184 -0.9906  0.00
H 1.5960 3.3956 -0.9536  0.04
H 0.7808 4.3159 -3.2324  0.09
H -0.6394 6.1698 -3.9807  0.10
H -3.0929 6.0579 -3.6844  0.10
H -4.1114 4.0683 -2.6198  0.10
H -2.6842 2.2182 -1.8473  0.07

Cartesian forces (eV/Å) of the 2 atoms listed first:
-0.4 0.2 -0.3
0.0 0.0 0.0

Output
- highest occupied orbital energy (alpha / beta) (eV) = -2.70 / -3.96
- total charge = -1
- LUMO (alpha / beta) (eV) = 0.5 / 0.5
- HOMO-LUMO gap (alpha / beta) (hartree) = 0.11619 / 0.16263
- ΔE to the lowest compared entry with this formula, charge and spin (kJ/mol) = 15.0

***

| no. | calculated total energy (eV) |
| --- | --- |
| 1 | -18435.5015 |
| 2 | -6218.6739 |
| 3 | -172350.6896 |